(1)
Computed, not measured: a cluster of 5 separate species, C22H55NO13S in total, with ωB97M-V/def2-TZVPD.

Geometry (Å):
C (-0.14, -3.79, 0.25)
O (1.20, -3.53, -0.19)
S (1.37, -2.22, -1.12)
O (2.71, -2.34, -1.62)
O (1.43, -1.16, 0.17)
O (0.76, 0.03, -0.26)
C (-0.56, 0.02, 0.27)
C (-0.97, 1.49, 0.38)
N (-2.40, 1.73, 0.39)
C (-3.18, 0.91, 1.30)
C (-4.64, 1.34, 1.31)
C (-5.40, 0.76, 0.12)
O (-5.28, 0.97, 2.53)
H (-0.87, -3.44, -0.49)
H (-0.32, -3.28, 1.20)
H (-0.22, -4.86, 0.37)
H (-1.24, -0.52, -0.39)
H (-0.55, -0.47, 1.25)
H (-0.53, 1.93, 1.28)
H (-0.54, 2.04, -0.46)
H (-2.78, 1.72, -0.55)
H (-3.13, -0.16, 1.06)
H (-2.77, 1.05, 2.31)
H (-4.67, 2.42, 1.25)
H (-5.16, 1.29, -0.80)
H (-6.47, 0.87, 0.29)
H (-5.17, -0.30, -0.01)
H (-4.90, 0.15, 2.85)
C (8.26, 0.45, -1.45)
O (7.99, -0.55, -2.41)
C (8.52, -1.82, -2.08)
C (7.47, -2.74, -1.48)
O (7.00, -2.27, -0.23)
C (5.74, -1.63, -0.31)
H (7.66, 1.32, -1.71)
H (7.98, 0.12, -0.44)
H (9.32, 0.73, -1.45)
H (9.35, -1.72, -1.37)
H (8.90, -2.27, -3.00)
H (7.92, -3.73, -1.32)
H (6.64, -2.86, -2.19)
H (4.94, -2.35, -0.50)
H (5.72, -0.87, -1.09)
H (5.56, -1.16, 0.66)
C (3.97, -9.24, -1.38)
O (3.82, -8.12, -0.53)
C (3.34, -6.96, -1.19)
C (1.86, -6.75, -0.94)
O (1.06, -7.79, -1.49)
C (0.65, -8.75, -0.55)
H (4.18, -10.10, -0.74)
H (3.06, -9.43, -1.96)
H (4.81, -9.11, -2.07)
H (3.52, -7.03, -2.27)
H (3.88, -6.10, -0.80)
H (1.56, -5.81, -1.41)
H (1.68, -6.67, 0.14)
H (-0.10, -8.34, 0.14)
H (1.49, -9.13, 0.04)
H (0.20, -9.57, -1.10)
C (-9.46, 5.73, -0.39)
O (-9.79, 4.93, 0.74)
C (-9.64, 3.54, 0.51)
C (-8.34, 3.00, 1.09)
O (-7.21, 3.55, 0.44)
C (-6.58, 4.59, 1.17)
H (-9.44, 6.76, -0.05)
H (-8.49, 5.46, -0.80)
H (-10.22, 5.63, -1.17)
H (-9.68, 3.32, -0.56)
H (-10.48, 3.03, 1.00)
H (-8.32, 1.92, 0.96)
H (-8.30, 3.21, 2.17)
H (-6.07, 4.19, 2.06)
H (-7.30, 5.34, 1.49)
H (-5.84, 5.04, 0.52)
C (2.08, 3.62, 1.41)
O (0.99, 4.52, 1.36)
C (1.21, 5.71, 2.10)
C (1.61, 6.87, 1.21)
O (2.86, 6.66, 0.59)
C (2.77, 6.23, -0.75)
H (1.89, 2.84, 0.67)
H (3.03, 4.11, 1.19)
H (2.15, 3.15, 2.40)
H (1.98, 5.56, 2.87)
H (0.27, 5.97, 2.61)
H (1.68, 7.78, 1.82)
H (0.83, 7.04, 0.46)
H (2.42, 7.03, -1.40)
H (2.10, 5.37, -0.86)
H (3.77, 5.94, -1.07)

As for the spin multiplicity: 1. The calculation puts the HOMO energy at -8.9 eV.


(2)
Computed, not measured: a structure of composition C43H39AuNP2S, with ωB97M-V/def2-TZVPD.

Geometry (Å):
Au (0.40, -0.17, 0.63)
C (-2.56, -1.17, -5.64)
S (-4.18, -0.71, -4.95)
C (-3.81, 0.93, -4.22)
C (-3.61, 0.88, -2.72)
C (-2.40, 0.04, -2.34)
N (-2.12, -0.03, -0.92)
P (-1.53, -1.49, -0.23)
C (-0.74, -2.47, -1.57)
C (-1.49, -3.10, -2.57)
C (-0.86, -3.85, -3.55)
C (0.51, -4.02, -3.54)
C (1.26, -3.43, -2.54)
C (0.64, -2.66, -1.57)
C (-3.03, -2.55, -0.16)
C (-2.78, -3.84, 0.33)
C (-3.81, -4.74, 0.51)
C (-5.11, -4.37, 0.22)
C (-5.38, -3.09, -0.24)
C (-4.35, -2.18, -0.42)
P (-1.76, 1.29, 0.16)
C (-3.36, 2.22, 0.09)
C (-4.52, 1.55, 0.48)
C (-5.72, 2.21, 0.59)
C (-5.79, 3.58, 0.37)
C (-4.63, 4.27, 0.06)
C (-3.43, 3.61, -0.07)
C (-0.74, 2.59, -0.63)
C (-0.71, 2.94, -1.98)
C (-0.02, 4.06, -2.39)
C (0.61, 4.88, -1.48)
C (0.61, 4.53, -0.13)
C (-0.05, 3.39, 0.28)
H (-2.70, -2.11, -6.16)
H (-1.83, -1.29, -4.85)
H (-2.24, -0.40, -6.35)
H (-4.67, 1.56, -4.47)
H (-2.93, 1.33, -4.73)
H (-4.51, 0.47, -2.26)
H (-3.48, 1.90, -2.35)
H (-1.52, 0.39, -2.90)
H (-2.59, -0.98, -2.68)
H (-2.57, -3.04, -2.57)
H (-1.46, -4.32, -4.32)
H (0.99, -4.61, -4.31)
H (2.33, -3.56, -2.51)
H (1.24, -2.19, -0.79)
H (-1.76, -4.11, 0.55)
H (-3.60, -5.73, 0.88)
H (-5.92, -5.07, 0.34)
H (-6.39, -2.80, -0.48)
H (-4.56, -1.18, -0.78)
H (-4.46, 0.48, 0.68)
H (-6.62, 1.66, 0.86)
H (-6.73, 4.10, 0.46)
H (-4.66, 5.35, -0.08)
H (-2.54, 4.17, -0.32)
H (-1.24, 2.35, -2.71)
H (0.02, 4.29, -3.45)
H (1.10, 5.78, -1.80)
H (1.12, 5.15, 0.59)
H (-0.05, 3.11, 1.33)
C (1.92, 0.45, -0.46)
C (2.18, 1.24, -1.36)
C (2.71, 2.13, -2.29)
C (2.36, 2.00, -3.66)
C (1.28, 1.18, -4.05)
C (0.88, 1.07, -5.36)
C (1.54, 1.78, -6.36)
C (2.64, 2.55, -6.02)
C (3.06, 2.65, -4.71)
C (3.49, 3.19, -1.72)
C (3.60, 4.47, -2.29)
C (4.33, 5.47, -1.68)
C (4.96, 5.26, -0.47)
C (4.83, 4.01, 0.14)
C (4.12, 3.01, -0.47)
H (0.76, 0.63, -3.27)
H (0.04, 0.43, -5.62)
H (1.21, 1.72, -7.39)
H (3.19, 3.07, -6.79)
H (3.96, 3.20, -4.48)
H (3.07, 4.69, -3.20)
H (4.40, 6.45, -2.16)
H (5.54, 6.04, 0.00)
H (5.30, 3.83, 1.10)
H (4.02, 2.04, 0.00)

The net charge is -1. As for the spin multiplicity: 1. The calculation puts the HOMO energy at -2.2 eV.


Kohn-Sham gap / Eh: 0.33715 0.16239
Max |F| / hartree/bohr: 0.00624 0.01776